# C8H11O3P

A single C8H11O3P molecule (ωB97M-V/def2-TZVPD, the OMol25 dataset).

The geometry in ORCA input format:
```
! wB97M-V def2-TZVPD RIJCOSX def2/J DEFGRID3
* xyz 0 1
C -2.4324 -1.1478 -0.6344
C -1.0425 -1.0422 -0.4820
C -3.1939 -0.0674 -0.7136
C -0.4380 0.1919 -0.5965
C 0.9995 0.3342 -0.4953
C -2.5909 1.2224 -0.2100
C -1.2727 1.3817 -0.8795
C 3.6076 -0.0023 1.8030
O 1.6221 1.3172 -0.8446
O 2.1501 -2.0090 -1.1978
O 3.4615 -0.6669 0.4977
P 2.0745 -1.1945 0.0021
H -2.9778 -2.0872 -0.8317
H -0.5618 -1.8296 0.0056
H -4.3082 0.0030 -0.8756
H -3.3552 2.1409 -0.3792
H -2.4761 1.0386 0.8877
H -0.6454 2.1786 -0.5075
H -1.2621 1.4452 -1.9710
H 3.2959 -0.6732 2.5822
H 2.9207 0.9911 1.7002
H 4.6061 0.3158 1.8481
H 1.8188 -1.8408 1.2919
*
```

Output
DFT total energy: -23903.9281 eV
LUMO energy: -0.67 eV
Energy relative to the best compared isomer or geometry (same formula, charge and spin): 1.462 eV
SMILES: CO[P@H](=O)C(=O)C1=CC=CCC1
Kohn-Sham gap: 8.334 eV

Atom charges from the natural (NBO) analysis, given in e for atoms 1 to 5: -0.29, -0.12, -0.10, -0.10, 0.27